74
Properties=species:S:1:pos:R:3:forces:R:3 method="wB97M-V/def2-TZVPD" homo_lumo_gap_ev="5.2 / 2.5" max_force_ha_per_bohr=0.0848 multiplicity=5 molar_mass_g_mol=568.98 total_energy_ha=-2087.87035 lumo_ev="-6.16 / -10.64" charge=+2
Pd 0.0159 0.3373 -0.1402 -0.3819 0.3663 -1.2595
C 1.2486 0.0655 1.7675 -0.8826 -0.1551 0.4367
C -0.0355 -0.4557 2.1405 1.4816 1.1663 0.7994
C 0.9057 -1.9133 0.6117 -1.1566 -0.0953 0.7217
C 1.8412 -0.8633 0.8392 0.3555 -0.5297 1.0017
C -0.2407 -1.6718 1.4270 1.0905 -1.3934 -1.3278
C 1.9774 1.2091 2.3720 0.2834 0.2311 0.2727
H 1.2961 1.8955 2.8846 0.1923 -0.0927 -0.0590
H 2.5413 1.7628 1.6106 -0.1332 -0.0264 0.2125
H 2.7060 0.8437 3.1113 -0.1605 0.1729 -0.1145
C 3.2631 -0.8527 0.4324 0.1651 0.1594 -0.2594
H 3.6899 0.1517 0.5134 -0.0176 -0.2078 -0.0639
H 3.3906 -1.2099 -0.5942 0.0089 0.0269 0.1301
H 3.8532 -1.5182 1.0844 -0.2097 0.1208 -0.1168
C 1.1463 -3.1271 -0.1947 0.1606 -0.4218 -0.4526
H 1.7050 -3.8800 0.3840 -0.1768 0.1741 -0.1374
H 1.7328 -2.8976 -1.0912 -0.1160 -0.1109 0.1844
H 0.2030 -3.5833 -0.5167 0.2271 0.0164 0.0537
C -1.3929 -2.5954 1.5558 -0.2498 -0.1924 0.1578
H -1.1268 -3.4302 2.2226 -0.1173 0.1437 -0.1534
H -1.6725 -3.0387 0.5892 0.0779 0.0960 0.2701
H -2.2682 -2.0987 1.9884 0.1565 -0.1569 -0.0530
C -0.9250 0.0833 3.2021 -0.1211 0.0235 0.1336
H -0.7591 -0.4772 4.1356 -0.0849 0.1167 -0.1668
H -1.9883 -0.0305 2.9472 0.2459 0.0374 0.0653
H -0.7145 1.1360 3.4165 -0.0507 -0.2056 -0.0328
C -2.7161 6.5986 -1.3326 0.3970 -0.1730 0.3677
C -2.6995 6.7277 0.0026 0.1425 0.1192 -0.4926
C -3.9004 6.9342 0.8820 0.3950 0.1258 0.3674
C -5.2362 6.3246 0.4015 -0.8966 -0.7074 0.5319
C -5.1838 4.8753 0.0035 -0.6790 2.2248 3.6395
C -4.8792 4.3826 -1.2043 0.7130 -0.9928 -4.1884
C -4.5527 5.1755 -2.4373 0.5056 0.2324 0.7340
C -3.9326 6.5728 -2.2148 -0.0669 0.1034 -0.6158
H -4.0718 8.0159 1.0320 0.0847 -0.3910 -0.0358
H -5.6701 6.9506 -0.3856 0.1173 -0.2675 0.0068
H -3.6660 6.5320 1.8792 -0.2089 0.0561 -0.2558
H -4.7054 7.2723 -1.8785 0.3165 -0.0164 -0.2251
H -1.7676 6.5683 -1.8872 -0.2828 -0.0897 0.4441
H -1.7374 6.7968 0.5271 -0.3400 0.0120 -0.3180
H -3.6017 6.9242 -3.2067 -0.3557 -0.0776 0.3187
H -3.8700 4.5785 -3.0614 -0.3135 -0.0505 0.0894
H -4.9479 3.2986 -1.3652 -0.1004 0.3705 0.1655
H -5.4676 5.3092 -3.0410 -0.0618 -0.3855 0.0982
H -5.9248 6.3772 1.2604 0.2009 0.0423 -0.3080
H -5.4864 4.1894 0.8049 0.2081 0.0125 -0.3914
P -0.5151 2.5439 -0.4248 0.4252 0.1982 0.5488
P -1.9831 -0.0326 -1.2796 0.2074 -0.3927 0.4865
C -2.0147 2.7625 -1.4699 -0.1636 0.2585 -0.2865
C -2.4818 1.4811 -2.1943 -0.1067 -0.1646 -0.3861
H -1.7894 3.5554 -2.1991 -0.1250 -0.1801 0.1681
H -2.8170 3.1504 -0.8239 0.2803 -0.1002 0.0145
H -3.5800 1.4494 -2.2784 0.2578 0.0886 -0.0926
H -2.0800 1.4324 -3.2162 -0.0157 0.0044 0.3523
C -2.0752 -1.4995 -2.3104 -0.4660 0.0156 -0.6767
H -2.0745 -2.3825 -1.6580 0.0189 0.2547 -0.1506
H -1.2161 -1.5546 -2.9895 -0.2338 0.0355 0.1730
H -3.0081 -1.4745 -2.8886 0.1831 -0.2721 -0.0085
C -3.3582 -0.2288 -0.1090 -0.3961 -0.0538 -0.1092
H -4.2919 -0.0331 -0.6569 0.0376 -0.1474 0.3237
H -3.2684 0.4693 0.7344 -0.0375 -0.1837 -0.1978
H -3.3710 -1.2606 0.2668 -0.0508 0.3865 -0.0475
C 0.7586 3.6294 -1.0898 -0.0067 0.5210 -0.1365
H 1.6497 3.5350 -0.4547 -0.1933 0.0362 -0.2369
H 0.4013 4.6680 -1.0619 0.2127 -0.1054 -0.0713
H 1.0153 3.3561 -2.1198 -0.0189 0.0024 0.2601
C -0.9077 3.2788 1.1840 -0.2864 0.5999 0.0531
H -1.6016 2.6410 1.7463 0.1646 0.1455 -0.1505
H -1.3507 4.2751 1.0442 0.0857 -0.1108 0.2222
H 0.0264 3.3784 1.7547 -0.2967 -0.0260 -0.1520
F 2.2266 0.8228 -2.0578 -0.7375 -0.1998 0.0051
C 0.9736 0.2724 -2.1248 0.7340 -0.6313 -0.7506
F 0.3386 0.9185 -3.1673 0.2603 -0.2316 0.5299
F 1.1587 -1.0229 -2.5557 -0.0946 0.8413 0.1411